w | A molecular structure, C5H13N3O, computed with the ωB97M-V functional and the def2-TZVPD basis.

Atoms and positions in Å:
C 1.442 0.817 0.108
C -0.933 -0.129 1.746
C -2.264 0.425 -0.317
C -0.556 -1.385 -0.523
C -0.916 -0.032 0.145
N 2.678 -1.154 -1.286
N 0.022 1.062 -0.115
N 2.907 -0.070 -0.844
O 2.019 2.042 0.166
H 1.674 0.122 0.927
H -0.697 -1.087 2.223
H -0.394 0.743 2.147
H -2.021 -0.137 2.102
H -2.927 -0.550 -0.581
H -2.116 0.977 -1.344
H -2.730 1.207 0.244
H -1.439 -1.874 -0.933
H 0.113 -1.064 -1.397
H -0.009 -2.036 0.061
H 3.513 -1.670 -1.645
H 2.896 2.049 -0.160
H -0.261 1.746 -0.725

Calculated values
total charge: 0

---

x | A molecular structure, C5H13N3O, computed with the ωB97M-V functional and the def2-TZVPD basis.

Atoms and positions in Å:
C -1.441 1.144 -0.043
C 0.014 1.443 0.201
C -1.949 0.947 -1.282
C -0.721 -1.063 1.249
N 0.938 0.419 -0.320
C 0.527 -0.948 -0.257
N 2.278 0.619 0.081
N 1.543 -1.847 -0.024
O -0.223 -1.326 -1.324
H -2.094 1.263 0.809
H 2.327 0.879 1.065
H 2.679 1.356 -0.490
H 2.499 -1.531 -0.065
H 1.292 -2.806 -0.205
H 0.295 2.392 -0.273
H 0.173 1.536 1.284
H -1.312 1.039 -2.155
H -1.008 -0.700 -1.428
H -3.013 0.971 -1.459
H -0.275 -1.952 1.700
H -0.873 -0.497 2.167
H -1.658 -1.339 0.770

Calculated values
total charge: 0

---

Least stable structure: w

---

w | 3 unconnected molecules or ions with the total composition C5H12S2, computed with the ωB97M-V functional and the def2-TZVPD basis.

Atoms and positions in Å:
C -0.082 0.807 0.220
C 0.335 0.271 -1.175
C 1.514 -0.188 -1.420
C -0.780 0.588 -2.209
H -0.626 1.739 0.131
H 0.840 0.874 0.801
H -0.750 0.135 0.775
H 1.786 -1.130 0.022
H 2.146 -0.025 -2.284
H -0.723 -0.220 -2.941
H -0.525 1.510 -2.742
H -1.744 0.660 -1.717
C 2.129 -1.541 1.013
S -3.181 0.552 0.973
S -2.892 0.346 3.050
H 3.203 -1.743 1.016
H 1.573 -2.419 1.340
H 1.957 -0.802 1.798
H -4.180 0.587 3.347

Calculated values
total charge: 0

---

x | C5H12S2 in the gas phase, computed with the ωB97M-V functional and the def2-TZVPD basis.

Atoms and positions in Å:
C -0.412 -2.322 1.727
C -0.971 -1.202 0.904
C -0.864 0.209 1.549
S 0.880 1.057 1.633
S 1.442 0.344 -0.263
C 0.525 1.317 -1.412
C 1.356 1.741 -2.588
H -1.076 -2.648 2.548
H -0.398 -3.227 1.133
H 0.698 -2.180 2.120
H -0.543 -1.154 -0.101
H -2.041 -1.518 0.656
H -1.187 0.055 2.593
H -1.497 0.935 0.963
H -0.098 2.141 -0.949
H -0.402 0.896 -1.853
H 0.609 2.368 -3.269
H 2.208 2.386 -2.288
H 1.769 0.802 -3.100

Calculated values
total charge: 0
SMILES: CCCSSCC

---

Least stable structure: w

---

w | HNO2S in the gas phase, computed with the ωB97M-V functional and the def2-TZVPD basis.

Atoms and positions in Å:
O -1.583 -1.398 0.132
N -0.827 -0.449 0.106
S 0.616 -0.229 -0.903
O 1.033 1.156 -0.119
H 0.761 0.920 0.784

Calculated values
total charge: 0
SMILES: O=NSO

---

x | HNO2S in the gas phase, computed with the ωB97M-V functional and the def2-TZVPD basis.

Atoms and positions in Å:
N 0.141 -0.990 1.204
S -0.229 -0.508 -0.075
O -1.238 -0.934 -1.042
O 0.381 1.017 -0.442
H 0.945 1.415 0.355

Calculated values
total charge: 0
SMILES: N#S(=O)O

---

Least stable structure: x